*one*
# C39H19BrF15GeN5O4STi

A molecular structure, C39H19BrF15GeN5O4STi (ωB97M-V/def2-TZVPD, the OMol25 dataset).

Each line ends with the Löwdin charge.
CARTESIAN COORDINATES (ANGSTROEM)
Ti -0.461 0.817 -0.797  0.86
O -1.128 2.169 0.086  -0.23
C -1.795 3.286 -0.044  -0.32
C -2.579 3.800 1.002  0.02
C -3.271 4.981 0.855  -0.05
C -3.205 5.707 -0.332  -0.08
C -2.426 5.249 -1.367  -0.03
C -1.715 4.045 -1.250  -0.16
C -0.815 3.609 -2.266  -0.03
N -0.234 2.456 -2.211  -0.06
N 0.791 2.234 -3.091  0.11
C 1.494 1.214 -2.678  -0.45
O 1.147 0.554 -1.625  -0.27
C 2.710 0.818 -3.398  -0.15
C 3.615 -0.018 -2.745  -0.01
C 4.759 -0.437 -3.396  -0.07
C 5.003 -0.024 -4.697  -0.08
C 4.109 0.818 -5.343  -0.08
C 2.964 1.245 -4.699  -0.03
H -2.641 3.248 1.924  0.10
H -3.873 5.346 1.674  0.11
H -3.757 6.628 -0.428  0.10
H -2.352 5.809 -2.288  0.11
H -0.540 4.296 -3.068  0.14
H 3.409 -0.323 -1.727  0.12
H 5.457 -1.088 -2.891  0.11
H 5.894 -0.356 -5.210  0.10
H 4.304 1.142 -6.354  0.10
H 2.249 1.896 -5.178  0.11
C -0.119 -1.151 -6.415  -0.03
C -1.027 -0.644 -5.340  -0.23
C -2.375 -0.379 -5.565  0.00
C -3.162 0.094 -4.530  -0.08
C -2.547 0.324 -3.308  -0.66
Br -3.531 1.080 -1.866  0.96
N -1.274 0.065 -3.060  0.01
C -0.542 -0.431 -4.052  -0.08
H -0.602 -1.117 -7.387  0.08
H 0.167 -2.182 -6.209  0.09
H 0.793 -0.559 -6.456  0.08
H -2.800 -0.527 -6.546  0.12
H -4.215 0.291 -4.652  0.11
H 0.489 -0.656 -3.820  0.11
N 0.245 -2.084 -1.647  0.04
N -0.892 -2.624 -1.015  0.03
C -1.661 -1.812 -0.193  -0.66
O -2.416 -2.331 0.608  0.09
O -1.515 -0.545 -0.385  -0.22
H 0.478 -2.666 -2.445  0.10
H 1.048 -2.062 -1.011  0.08
H -0.863 -3.598 -0.723  0.13
F 0.377 -0.638 5.947  0.10
C -0.617 0.116 5.457  -0.22
C -0.776 0.194 4.087  -0.13
C -1.835 0.923 3.590  -0.21
F -1.990 0.937 2.251  0.06
C -2.715 1.595 4.428  -0.13
F -3.734 2.314 3.944  0.11
C -2.529 1.517 5.807  -0.12
F -3.365 2.157 6.626  0.13
C -1.479 0.767 6.330  -0.13
F -1.318 0.678 7.652  0.12
Ge 0.405 -0.753 2.786  0.76
S 1.119 0.343 1.080  0.45
C -0.476 -2.568 2.720  -0.11
C 0.051 -3.492 1.842  -0.27
F 1.084 -3.095 1.072  0.06
C -0.450 -4.776 1.704  -0.14
F 0.105 -5.642 0.845  0.11
C -1.554 -5.150 2.460  -0.12
F -2.053 -6.380 2.353  0.14
C -2.127 -4.232 3.331  -0.13
F -3.189 -4.580 4.056  0.13
C -1.578 -2.961 3.456  -0.20
F -2.145 -2.118 4.325  0.11
C 2.131 -0.987 3.787  -0.14
C 2.914 -2.123 3.833  -0.20
F 2.430 -3.259 3.313  0.10
C 4.184 -2.133 4.398  -0.13
F 4.930 -3.242 4.386  0.12
C 4.678 -0.970 4.978  -0.13
F 5.892 -0.961 5.525  0.13
C 3.899 0.186 4.978  -0.13
F 4.356 1.297 5.560  0.12
C 2.661 0.157 4.356  -0.24
F 1.918 1.275 4.301  0.08

Calculated values
frontier orbital gap: 7.767 eV
net charge: 0
HOMO: -8.65 eV

*two*
# C39H19BrF15GeN5O4STi

A molecular structure, C39H19BrF15GeN5O4STi (ωB97M-V/def2-TZVPD, the OMol25 dataset).

Each line ends with the Löwdin charge.
CARTESIAN COORDINATES (ANGSTROEM)
Ti 0.725 0.274 0.595  0.93
O -0.237 0.676 2.199  -0.25
C 0.158 0.634 3.465  -0.37
C -0.262 1.629 4.354  0.00
C 0.149 1.602 5.668  -0.06
C 0.966 0.574 6.149  -0.08
C 1.357 -0.429 5.293  -0.03
C 0.978 -0.407 3.944  -0.17
C 1.296 -1.506 3.081  -0.03
N 1.179 -1.445 1.802  -0.07
N 1.213 -2.665 1.143  0.12
C 0.688 -2.490 -0.019  -0.40
O 0.247 -1.303 -0.390  -0.19
C 0.553 -3.610 -0.969  -0.14
C 1.352 -4.741 -0.832  -0.02
C 1.224 -5.786 -1.732  -0.07
C 0.299 -5.710 -2.765  -0.08
C -0.501 -4.584 -2.900  -0.08
C -0.370 -3.532 -2.006  -0.02
H -0.896 2.420 3.975  0.12
H -0.168 2.390 6.340  0.11
H 1.279 0.564 7.184  0.10
H 1.976 -1.244 5.649  0.12
H 1.560 -2.470 3.511  0.15
H 2.074 -4.782 -0.029  0.11
H 1.853 -6.661 -1.632  0.11
H 0.202 -6.528 -3.466  0.10
H -1.225 -4.525 -3.701  0.10
H -0.993 -2.652 -2.097  0.10
C -0.580 5.581 -0.129  -0.02
C -1.175 4.203 -0.115  -0.22
C -2.547 3.986 -0.128  0.00
C -3.051 2.698 -0.077  -0.09
C -2.150 1.654 0.005  -0.71
Br -2.800 -0.115 0.081  0.85
N -0.838 1.833 0.015  -0.04
C -0.363 3.079 -0.059  -0.05
H -1.302 6.312 -0.490  0.08
H 0.303 5.625 -0.761  0.06
H -0.276 5.874 0.877  0.10
H -3.227 4.827 -0.181  0.12
H -4.112 2.499 -0.095  0.10
H 0.715 3.170 -0.050  0.09
N -0.474 0.496 -2.737  0.05
N 0.851 0.229 -3.072  0.00
C 1.873 0.312 -2.159  -0.65
O 2.990 -0.067 -2.454  0.08
O 1.581 0.874 -0.999  -0.23
H -0.992 -0.361 -2.577  0.05
H -0.909 1.041 -3.468  0.09
H 1.063 -0.360 -3.863  0.15
F 7.295 1.223 -0.026  0.10
C 6.625 0.062 -0.112  -0.23
C 5.252 0.045 0.062  -0.12
C 4.630 -1.177 -0.090  -0.21
F 3.306 -1.288 0.046  0.08
C 5.324 -2.337 -0.386  -0.13
F 4.683 -3.499 -0.519  0.12
C 6.697 -2.282 -0.540  -0.12
F 7.382 -3.386 -0.822  0.14
C 7.356 -1.072 -0.404  -0.13
F 8.679 -1.015 -0.564  0.13
Ge 4.292 1.704 0.475  0.80
S 2.496 1.496 1.714  0.50
C 4.081 2.722 -1.193  -0.12
C 3.256 3.831 -1.226  -0.24
F 2.676 4.268 -0.093  0.06
C 2.993 4.541 -2.380  -0.13
F 2.187 5.609 -2.365  0.11
C 3.587 4.143 -3.565  -0.13
F 3.349 4.818 -4.687  0.14
C 4.439 3.056 -3.571  -0.13
F 5.029 2.686 -4.706  0.13
C 4.679 2.368 -2.392  -0.22
F 5.550 1.364 -2.462  0.12
C 5.475 2.692 1.706  -0.14
C 5.934 3.984 1.522  -0.21
F 5.629 4.668 0.410  0.10
C 6.729 4.631 2.453  -0.14
F 7.152 5.877 2.240  0.13
C 7.090 3.971 3.613  -0.13
F 7.853 4.579 4.516  0.14
C 6.655 2.675 3.832  -0.14
F 7.006 2.036 4.948  0.13
C 5.861 2.065 2.879  -0.23
F 5.463 0.807 3.123  0.08

Calculated values
frontier orbital gap: 7.885 eV
net charge: 0
HOMO: -8.61 eV

Stability summary - winner: *two*; margin: 108.3 kJ/mol.

*one*
# C14H14

A single C14H14 molecule (ωB97M-V/def2-TZVPD, the OMol25 dataset).

Each line ends with the Löwdin charge.
CARTESIAN COORDINATES (ANGSTROEM)
C 2.865 0.967 -0.747  -0.09
C 2.931 -0.456 -0.682  -0.07
C 1.695 1.492 -0.358  -0.08
C 1.784 -1.223 -0.395  -0.02
C 0.544 0.729 -0.108  -0.15
C 0.578 -0.632 0.038  -0.11
C -1.977 0.634 -1.636  -0.09
C -2.045 -0.652 -1.443  -0.09
C -1.697 1.534 -0.464  -0.02
C -1.731 -1.469 -0.232  -0.05
C -0.609 1.550 0.351  -0.26
C -0.561 -1.562 0.387  -0.25
C -0.450 2.366 1.577  -0.06
C -0.425 -2.688 1.307  -0.08
H 3.635 1.622 -1.315  0.14
H 3.868 -1.031 -0.805  0.10
H 1.647 2.577 -0.378  0.12
H 1.945 -2.272 -0.433  0.09
H -2.166 1.065 -2.562  0.08
H -2.608 -1.286 -2.160  0.11
H -2.443 2.328 -0.474  0.11
H -2.419 -2.293 -0.104  0.10
H -1.171 3.181 1.637  0.07
H 0.668 2.718 1.557  0.11
H -0.607 1.893 2.604  0.10
H -0.604 -2.399 2.427  0.12
H 0.561 -3.245 1.211  0.09
H -1.208 -3.448 1.198  0.07

Calculated values
frontier orbital gap: 9.067 eV
net charge: 0
HOMO: -8.19 eV
SMILES: C/C1=C/C=C\C=C(\C)c2ccccc21

*two*
# C14H14

A single C14H14 molecule (ωB97M-V/def2-TZVPD, the OMol25 dataset).

Each line ends with the Löwdin charge.
CARTESIAN COORDINATES (ANGSTROEM)
C -2.908 0.999 0.168  -0.10
C -2.927 -0.220 0.823  -0.06
C -1.762 1.509 -0.439  -0.02
C -1.754 -1.009 0.706  0.00
C -0.634 0.705 -0.622  -0.16
C -0.690 -0.607 -0.113  -0.17
C 1.574 0.921 1.570  -0.11
C 1.448 -0.404 1.766  -0.12
C 2.170 1.664 0.454  -0.11
C 1.470 -1.371 0.696  -0.06
C 0.495 1.241 -1.442  -0.15
C 1.715 1.744 -0.788  -0.10
C 0.476 -1.460 -0.203  -0.32
C 0.347 -2.605 -1.079  -0.07
H -3.870 1.518 0.267  0.10
H -3.917 -0.374 1.198  0.09
H -1.689 2.485 -0.916  0.11
H -1.763 -1.938 1.158  0.09
H 1.343 1.608 2.538  0.15
H 1.265 -0.826 2.770  0.12
H 2.961 2.392 0.690  0.11
H 2.380 -2.062 0.561  0.15
H 0.771 0.501 -2.145  0.10
H 0.156 2.028 -2.186  0.14
H 2.303 2.406 -1.392  0.09
H -0.697 -2.805 -1.317  0.08
H 0.790 -3.657 -0.698  0.13
H 0.945 -2.382 -2.022  0.10

Calculated values
frontier orbital gap: 9.412 eV
net charge: 0
HOMO: -8.52 eV
SMILES: C/C1=C/C=C\C=C/Cc2ccccc21

Stability summary - winner: *one*; margin: 17.1 kJ/mol.